1.
{
  "formula": "C28H42CoN2O6S",
  "method": "ωB97M-V with the def2-TZVPD basis set",
  "symbols": ["O", "C", "H", "C", "C", "O", "C", "H", "O", "H", "H", "C", "C", "H", "H", "H", "C", "C", "H", "H", "C", "H", "H", "H", "H", "H", "C", "C", "H", "H", "H", "H", "H", "C", "C", "C", "C", "C", "H", "H", "H", "C", "C", "H", "C", "O", "H", "O", "H", "N", "C", "H", "H", "N", "C", "Co", "C", "H", "H", "C", "S", "H", "H", "H", "H", "C", "C", "C", "C", "H", "H", "H", "O", "C", "H", "H", "H", "H", "H", "H"],
  "positions_angstrom": [[3.88886, -1.24094, 6.38216], [-1.32076, 2.00651, 0.85523], [-2.49498, -3.32924, 1.16702], [1.50797, 1.54725, -2.89779], [-2.36731, 0.32801, -2.17790], [0.33814, -0.29204, 1.40229], [-0.75768, -5.85222, -3.21335], [-2.38178, 2.23543, -3.04659], [2.49828, -0.16442, -0.44649], [-2.58328, 1.03819, 3.20272], [-2.49021, -3.19354, -1.20453], [0.85918, -4.51101, -1.78104], [2.66097, -0.56039, 1.90880], [0.67411, -5.11367, -0.89169], [-3.93594, 1.17325, -1.03471], [-1.50042, -5.05358, -3.28590], [3.24901, -0.92528, 4.20504], [-1.84457, 3.96500, 2.10239], [2.94125, 2.41457, -0.67169], [-0.26250, 3.24763, -3.40659], [-0.15918, 4.09062, 0.40739], [0.59508, 4.66372, -0.10347], [-1.10997, 6.79554, 0.95265], [-1.10757, 6.42989, 2.67490], [-3.29736, 1.05508, -3.96770], [-0.48376, -3.80848, 2.56513], [-2.38425, 1.19653, -3.39173], [1.90074, -0.83488, 4.58147], [1.91393, 2.00741, -3.79931], [-3.80629, 1.34398, 1.97560], [3.15995, 3.40335, -2.11446], [4.67751, -0.86474, 2.64210], [-1.50728, 1.02355, -4.00872], [-1.60264, -3.61796, -0.73537], [0.65530, -5.30646, -3.06170], [2.47629, 3.17588, -1.29542], [-0.34772, 2.71352, 0.09758], [3.62967, -0.79201, 2.90199], [-3.62109, 2.45842, 3.32585], [-1.48396, 0.95284, 0.66673], [-0.73212, -5.14682, 1.44529], [-0.66373, 6.15977, 1.71899], [-3.07653, 1.82415, 2.62944], [1.86011, -4.08361, -1.70775], [1.16187, 2.64390, -1.88535], [5.42621, -1.20396, 4.87295], [0.92688, -4.68967, -3.92054], [0.59753, -2.09549, -0.82040], [0.51799, -3.93151, 1.13151], [4.26604, -1.16981, 5.23043], [-0.88822, 4.70752, 1.40005], [-0.10162, -0.54756, 3.90043], [1.64190, -0.94310, 5.62510], [0.34735, 2.00458, -0.81623], [-0.49268, -4.08375, 1.51160], [0.41091, -0.07988, -0.53745], [1.27826, -0.47466, 2.25741], [-1.02721, -6.48848, -2.36849], [-0.24378, 4.35764, -2.04507], [-1.49426, -3.23713, 0.73857], [-0.18839, -3.04020, -1.73239], [-1.64070, -4.69953, -0.87287], [0.61052, 0.99624, -3.18865], [-2.41638, 4.45188, 2.88357], [-4.43726, -0.17652, -2.03203], [0.37923, 3.71846, -2.66085], [-3.63238, 0.18486, -1.39065], [3.15182, -0.41437, 0.57121], [0.94367, -0.61606, 3.63193], [1.36589, -6.13543, -3.03951], [2.35354, 4.07963, -0.70488], [2.24647, 0.84860, -2.51258], [-1.33959, -0.23055, -1.81183], [-2.07034, 2.61386, 1.83951], [-3.48618, -0.48306, -0.54579], [-0.84550, -6.45371, -4.11623], [1.08411, 4.35371, -3.19797], [4.23847, -0.52948, 0.45021], [0.40009, 6.39100, 1.76214], [-1.20776, -2.18674, 0.82628]],
  "forces_ev_per_a": [[0.0, -0.2, 0.0], [-0.1, 0.0, 0.0], [0.0, -0.1, 0.0], [0.0, 0.0, -0.1], [0.0, -0.1, 0.1], [-0.1, 0.0, 0.1], [0.0, 0.0, -0.1], [0.0, 0.0, 0.0], [0.0, 0.1, 0.1], [0.0, 0.0, 0.0], [0.0, 0.1, 0.0], [0.0, 0.0, 0.1], [0.2, 0.0, 0.1], [0.0, 0.0, 0.0], [0.0, 0.0, 0.0], [0.0, 0.0, 0.0], [0.0, -0.2, 0.0], [0.0, 0.0, 0.0], [0.0, 0.0, 0.0], [0.0, 0.0, 0.0], [0.0, 0.0, 0.0], [0.0, 0.0, -0.1], [0.0, 0.0, 0.0], [0.0, 0.0, 0.0], [0.0, 0.0, 0.0], [0.0, 0.0, 0.0], [0.0, 0.0, 0.0], [0.0, 0.0, 0.0], [0.0, 0.0, 0.0], [0.0, 0.0, 0.0], [0.0, 0.0, 0.0], [0.0, 0.0, 0.0], [0.0, 0.0, 0.0], [0.0, -0.1, 0.1], [0.1, -0.1, 0.0], [0.0, 0.0, -0.1], [0.1, 0.0, 0.0], [-0.1, 0.0, 0.0], [0.0, 0.0, 0.0], [0.0, 0.0, 0.0], [0.0, 0.0, 0.0], [0.0, 0.0, 0.0], [0.0, 0.0, 0.0], [0.0, 0.0, -0.1], [-0.1, -0.1, 0.1], [0.0, -0.2, 0.0], [0.0, 0.0, 0.0], [0.0, 0.0, -0.2], [0.0, 0.0, 0.0], [0.0, 0.7, 0.0], [0.0, 0.0, 0.0], [0.0, 0.0, 0.0], [0.0, 0.0, 0.0], [0.1, 0.1, -0.1], [0.0, 0.0, 0.0], [0.1, -0.2, -0.2], [0.0, 0.0, 0.0], [0.0, 0.0, 0.0], [0.0, 0.0, 0.1], [0.0, 0.1, -0.1], [0.1, 0.1, 0.1], [-0.1, 0.0, 0.0], [0.0, 0.0, 0.0], [0.0, 0.0, 0.0], [0.0, 0.0, 0.0], [0.0, 0.0, 0.0], [0.0, 0.1, 0.0], [-0.1, 0.0, 0.0], [0.0, 0.0, 0.0], [0.0, 0.0, 0.0], [0.0, 0.0, 0.0], [0.0, 0.0, 0.1], [-0.1, 0.1, 0.1], [0.0, 0.0, 0.0], [0.0, 0.0, 0.0], [0.0, 0.0, 0.0], [0.0, 0.0, 0.0], [0.0, 0.0, 0.0], [0.0, 0.0, 0.0], [-0.1, 0.0, 0.0]],
  "charge": 1,
  "total_energy_ha": -3433.76410,
  "homo_energy_ev": [-10.814, -10.785],
  "multiplicity": 5,
  "de_lowest_ev": 0.426,
  "orbital_gap_ev": [8.42, 6.36],
  "max_force_ev_per_a": 0.67
}


2.
{
  "formula": "C28H42MnN7O2Sb",
  "method": "ωB97M-V with the def2-TZVPD basis set",
  "symbols": ["C", "C", "H", "C", "N", "H", "H", "H", "H", "H", "H", "H", "Mn", "O", "C", "C", "C", "N", "C", "C", "C", "N", "H", "C", "C", "H", "H", "H", "C", "H", "H", "C", "H", "H", "H", "H", "H", "C", "H", "H", "C", "H", "H", "C", "H", "N", "H", "N", "C", "N", "C", "H", "C", "H", "H", "H", "C", "C", "C", "C", "H", "N", "H", "H", "H", "C", "H", "C", "H", "C", "H", "H", "Sb", "H", "C", "C", "H", "O", "H", "H", "H"],
  "positions_angstrom": [[-3.11302, -0.22651, -0.01938], [1.07339, -3.82536, 0.85334], [-2.59573, -1.21793, -3.16910], [1.28490, 5.44831, 2.23896], [2.56565, 1.56620, 1.19173], [-5.01775, -3.51355, 0.46736], [-1.41605, 4.76314, 1.70401], [3.63113, 4.36614, 2.83184], [-2.57072, 0.70880, -0.14910], [4.26886, 2.78388, 1.09037], [-0.18120, -2.62549, 4.33907], [1.57693, -2.71204, -6.00724], [0.85262, 2.73521, 0.47911], [-0.99906, 1.50579, -2.71844], [2.05902, -2.20952, -3.97714], [0.18803, -2.95211, 3.37551], [1.54248, -4.38822, -0.46053], [-2.92717, 3.12318, -1.82454], [0.16089, -1.94892, -2.48668], [-2.47262, -3.98628, -0.15534], [3.55571, 2.45145, 1.84378], [-0.32460, 1.94559, -1.82897], [-6.18927, -1.37575, 0.75978], [-4.47429, -2.58533, 0.33687], [-3.12247, -2.63778, -0.00133], [1.01691, 1.45306, 2.68357], [-2.69114, -2.56320, -4.30453], [-4.97194, 0.75863, 0.43515], [-5.14033, -1.38065, 0.49499], [-1.53224, -3.93611, -0.70380], [2.00044, 5.45634, -0.21498], [-0.17539, -2.49459, -4.79592], [0.58311, 5.93254, 1.56039], [3.12934, -2.20811, -4.13478], [0.76367, 5.10237, 3.13112], [-3.13453, -4.67081, -0.68673], [2.48730, 0.03534, -0.25436], [1.19151, -2.49485, -5.02008], [2.43450, 0.46983, 3.03046], [1.30587, -0.03645, 1.75891], [-0.13728, -2.25154, 2.22623], [2.31430, 3.33834, 3.38341], [0.86072, -4.15273, -1.27453], [-4.45819, -0.18722, 0.31259], [-1.98464, 3.30029, 2.19878], [1.93478, 4.31116, 1.56299], [2.22442, -1.70294, -1.91691], [-0.79476, 2.77330, -0.83808], [-2.21531, -2.21900, -3.38819], [-2.44527, 3.77014, 0.33177], [-0.71846, -2.22009, -3.54046], [3.06326, 4.03414, -0.23957], [1.78892, 0.82138, 2.21997], [-3.36641, 4.17217, 0.42715], [2.00181, -5.41255, 1.94497], [3.51871, 5.46248, 0.69225], [1.40690, -4.51045, 2.02383], [1.53535, -1.92959, -2.72721], [2.87691, 3.64529, 2.50052], [2.67188, 4.84172, 0.38428], [-2.25738, -4.42580, 0.82106], [-1.55976, 3.79895, 1.42115], [1.63088, -5.47208, -0.39785], [-2.54250, -2.86891, -2.57905], [2.52651, -4.00056, -0.73429], [-2.43306, -1.43344, -0.18152], [3.87883, 1.12803, -0.39944], [3.23816, 0.59444, 0.30048], [-0.84762, -2.72049, -5.61454], [-2.06507, 3.21127, -0.83290], [4.12512, 1.89154, 2.59158], [-3.86550, 3.48010, -1.73671], [-0.33089, -1.25210, -0.52722], [3.84641, -0.09985, 0.88665], [0.98017, -4.08645, 3.27020], [0.29623, -2.66827, 0.96343], [-2.66029, 2.63746, -2.66935], [0.83299, 1.61232, -1.56736], [1.25136, -4.64821, 4.15410], [-0.77226, -1.37147, 2.31538], [2.02726, 6.19296, 2.53908]],
  "forces_ev_per_a": [[0.0, 0.0, 0.0], [0.0, 0.0, -0.1], [0.0, 0.0, 0.0], [0.0, -0.1, 0.1], [-0.3, -0.1, 0.2], [0.0, 0.0, 0.0], [0.0, 0.0, 0.0], [0.0, 0.0, 0.0], [0.0, -0.1, 0.0], [0.0, 0.0, 0.0], [0.0, 0.0, 0.0], [0.0, 0.0, 0.0], [-0.1, -0.3, 0.1], [0.1, 0.1, -0.2], [0.0, 0.0, 0.0], [0.0, 0.0, 0.0], [0.0, 0.0, 0.0], [0.1, 0.1, 0.0], [0.0, 0.0, 0.0], [0.0, 0.0, 0.0], [-0.1, 0.0, 0.0], [-0.1, -0.1, 0.5], [0.0, 0.0, 0.0], [0.0, 0.0, 0.0], [0.0, 0.0, 0.0], [0.0, 0.0, 0.0], [0.0, 0.0, 0.0], [0.0, 0.0, 0.0], [0.0, 0.0, 0.0], [0.0, 0.0, 0.0], [0.0, 0.0, 0.0], [0.0, 0.0, 0.0], [0.0, 0.0, 0.0], [0.0, 0.0, 0.0], [0.0, 0.0, 0.0], [0.0, 0.0, 0.0], [0.0, 0.0, 0.0], [0.0, 0.0, 0.0], [0.0, 0.0, 0.0], [0.0, 0.0, 0.0], [0.0, 0.0, 0.0], [0.0, 0.0, 0.0], [0.0, 0.0, 0.0], [0.0, 0.0, 0.0], [0.0, 0.0, 0.0], [0.2, 0.1, -0.3], [0.0, 0.0, 0.0], [-0.1, 0.1, -0.3], [0.0, 0.0, 0.0], [0.1, 0.1, -0.1], [0.0, 0.0, 0.0], [0.0, 0.0, 0.0], [0.1, 0.0, 0.1], [0.0, 0.0, 0.0], [0.0, 0.0, 0.0], [0.0, 0.0, 0.0], [0.0, 0.0, 0.0], [0.0, 0.0, 0.1], [0.0, 0.0, -0.1], [0.1, 0.1, 0.0], [0.0, 0.0, 0.0], [0.0, 0.0, 0.0], [0.0, 0.0, 0.0], [0.0, 0.0, 0.0], [0.0, 0.0, 0.0], [0.0, -0.1, 0.0], [0.0, 0.0, 0.0], [0.1, 0.1, 0.1], [0.0, 0.0, 0.0], [-0.1, -0.2, 0.2], [0.0, 0.0, 0.0], [0.0, -0.1, 0.0], [-0.2, 0.1, 0.2], [0.0, 0.0, 0.0], [0.0, 0.0, 0.0], [0.1, 0.0, 0.0], [0.0, 0.0, 0.0], [0.5, 0.3, -0.5], [0.0, 0.0, 0.0], [0.0, 0.0, 0.0], [0.0, 0.0, 0.0]],
  "charge": 2,
  "total_energy_ha": -3016.53690,
  "homo_energy_ev": [-12.437, -12.438],
  "multiplicity": 6,
  "de_lowest_ev": 0.000,
  "orbital_gap_ev": [6.34, 6.31],
  "max_force_ev_per_a": 0.73
}